{
  "formula": "C18H16O4",
  "method": "wB97M-V/def2-TZVPD",
  "de_lowest_kcal_mol": 39.5,
  "smiles": "O=C(/C=C/c1ccc2c(c1)OCCCO2)c1ccccc1O",
  "orbital_gap_ha": 0.299,
  "largest_force_ev_per_a": 0.726,
  "total_energy_ev": -27114.7938,
  "total_charge": 0,
  "spin_multiplicity": 1,
  "species": ["O", "C", "C", "C", "C", "C", "C", "C", "C", "C", "O", "C", "C", "C", "O", "C", "C", "C", "C", "C", "C", "O", "H", "H", "H", "H", "H", "H", "H", "H", "H", "H", "H", "H", "H", "H", "H", "H"],
  "positions_angstrom": [[2.1451, 3.2888, -0.2685], [1.8509, 2.2051, -0.7788], [1.1057, 1.2171, 0.0100], [0.1172, 0.4567, -0.4795], [-0.7128, -0.4680, 0.2685], [-1.7781, -1.0979, -0.3808], [-2.5828, -1.9820, 0.3029], [-2.3625, -2.2832, 1.6432], [-1.2873, -1.6719, 2.3076], [-0.4901, -0.7726, 1.6087], [-0.9155, -1.8740, 3.6025], [-1.7294, -2.6774, 4.4355], [-3.1828, -2.2072, 4.4347], [-3.9684, -2.8899, 3.3059], [-3.1681, -3.2560, 2.2017], [2.1946, 1.8958, -2.1731], [2.2397, 0.5839, -2.6579], [2.5248, 0.3247, -3.9797], [2.7694, 1.3787, -4.8539], [2.7676, 2.6770, -4.3968], [2.5123, 2.9568, -3.0514], [2.5639, 4.2291, -2.6495], [1.3203, 1.2456, 1.0688], [-0.1318, 0.5385, -1.5308], [-1.9743, -0.8869, -1.4212], [-3.4045, -2.4784, -0.1903], [0.3294, -0.3312, 2.1521], [-1.6655, -3.7304, 4.1331], [-1.2843, -2.5664, 5.4268], [-3.1876, -1.1228, 4.3017], [-3.6563, -2.4331, 5.3894], [-4.3870, -3.8385, 3.6521], [-4.7940, -2.2433, 2.9740], [2.0765, -0.2347, -1.9734], [2.5624, -0.6935, -4.3352], [2.9821, 1.1778, -5.8933], [2.9834, 3.5057, -5.0526], [2.4462, 4.2420, -1.6681]],
  "atomic_forces_ev_per_a": [[-0.061, -0.141, -0.006], [0.009, 0.134, -0.129], [-0.346, -0.226, 0.188], [0.480, 0.492, -0.051], [-0.447, -0.452, 0.351], [0.189, 0.146, 0.060], [-0.034, -0.077, 0.256], [-0.144, -0.021, -0.098], [0.055, 0.070, -0.046], [-0.150, -0.078, -0.104], [0.109, 0.096, -0.364], [-0.347, -0.225, 0.459], [0.223, -0.177, -0.401], [-0.383, 0.203, 0.399], [0.523, 0.058, -0.267], [0.127, 0.300, -0.204], [0.068, 0.047, -0.104], [-0.012, -0.229, -0.012], [-0.016, 0.081, 0.141], [0.016, 0.183, 0.074], [-0.049, -0.327, 0.031], [-0.035, 0.182, 0.137], [0.014, -0.018, 0.117], [0.053, 0.007, -0.078], [-0.005, 0.028, -0.115], [-0.087, -0.062, -0.021], [0.110, 0.058, 0.088], [0.060, 0.134, 0.088], [-0.072, -0.055, -0.125], [0.000, -0.015, 0.101], [-0.024, 0.027, 0.030], [-0.004, 0.136, -0.017], [0.084, -0.136, 0.022], [-0.023, -0.027, 0.001], [0.009, -0.087, -0.015], [0.019, 0.001, -0.092], [0.017, 0.093, -0.077], [0.074, -0.124, -0.217]]
}